The following is a quantum chemistry calculation of a single C4H8O2 molecule, from the Open Molecules 2025 dataset.

Results
SMILES = CC[C@@H](O)C=O
electronic energy = -307.6723 hartree
Kohn-Sham gap = 11.33 eV
HOMO energy = -10.38 eV
ΔE to the lowest compared entry with this formula, charge and spin = 25.2 kcal/mol

```
! wB97M-V def2-TZVPD RIJCOSX def2/J DEFGRID3
* xyz 0 1
C -1.660 -0.810 0.031
C -0.477 -0.160 -0.680
C 0.411 0.678 0.277
O 0.421 0.186 1.586
C 1.817 0.665 -0.279
O 2.732 0.161 0.334
H -2.312 -1.303 -0.700
H -2.254 -0.080 0.592
H -1.306 -1.558 0.744
H -0.824 0.501 -1.481
H 0.125 -0.943 -1.163
H 0.037 1.717 0.285
H 1.320 -0.154 1.739
H 1.969 1.100 -1.285
*
```

The following is a quantum chemistry calculation of a 3-piece molecular cluster, C18H37FO7Si overall at a distorted geometry, from the Open Molecules 2025 dataset.

Results
SMILES = CC(=O)OCCCCCCCC[Si@@H](O)F.CCOC(C)=O.CCOC(C)=O
electronic energy = -1624.1979 hartree
Kohn-Sham gap = 10.31 eV
HOMO energy = -9.75 eV

```
! wB97M-V def2-TZVPD RIJCOSX def2/J DEFGRID3
* xyz 0 1
C -4.295 0.850 1.246
C -5.546 0.743 0.415
O -6.226 1.724 0.101
O -5.933 -0.520 0.029
C -5.058 -1.163 -0.911
C -4.897 -2.634 -0.590
C -3.989 -2.931 0.599
C -2.562 -2.356 0.525
C -1.933 -2.364 -0.858
C -0.523 -1.718 -0.955
C -0.034 -0.947 0.266
C 1.113 0.033 -0.129
Si 0.690 1.684 0.603
O 1.886 2.810 0.507
F -0.642 2.169 -0.154
H -3.418 0.686 0.632
H -4.302 0.122 2.048
H -4.260 1.858 1.630
H -4.112 -0.635 -0.966
H -5.530 -1.088 -1.887
H -5.889 -3.008 -0.362
H -4.483 -3.110 -1.473
H -4.463 -2.472 1.466
H -3.976 -3.993 0.816
H -2.574 -1.381 0.991
H -1.940 -2.991 1.150
H -2.563 -1.919 -1.618
H -1.832 -3.410 -1.142
H -0.553 -1.011 -1.780
H 0.216 -2.460 -1.238
H -0.833 -0.362 0.715
H 0.323 -1.630 1.027
H 2.037 -0.358 0.275
H 1.181 0.143 -1.199
H 0.333 1.481 2.017
H 1.997 3.192 -0.363
C 2.515 1.006 -6.213
C 3.709 0.359 -5.542
O 3.563 0.311 -4.121
C 2.942 -0.699 -3.481
C 2.093 -1.665 -4.275
O 3.015 -0.757 -2.286
H 1.604 0.430 -6.053
H 2.683 1.093 -7.286
H 2.348 2.002 -5.803
H 3.920 -0.633 -5.944
H 4.600 0.961 -5.714
H 1.084 -1.263 -4.360
H 2.051 -2.603 -3.728
H 2.482 -1.882 -5.267
C 2.653 3.830 5.141
C 2.364 2.504 5.813
O 2.013 1.494 4.867
C 2.924 0.722 4.243
C 4.382 1.113 4.296
O 2.541 -0.211 3.598
H 3.516 3.765 4.479
H 2.849 4.600 5.888
H 1.801 4.137 4.535
H 3.188 2.174 6.446
H 1.493 2.600 6.460
H 4.591 1.804 3.480
H 4.976 0.215 4.155
H 4.686 1.561 5.239
*
```

The following is a quantum chemistry calculation of a 2-piece molecular cluster, C13H21BN2O10S overall at a distorted geometry, from the Open Molecules 2025 dataset.

Results
SMILES = CCOB(O)C1=CC(=O)C(COO)=C(CCCS(=O)(=O)O)C1=O.NC(N)=O
electronic energy = -1792.8880 hartree
Kohn-Sham gap = 9.03 eV
HOMO energy = -9.59 eV
ΔE to the lowest compared entry with this formula, charge and spin = 27.1 kcal/mol

```
! wB97M-V def2-TZVPD RIJCOSX def2/J DEFGRID3
* xyz 0 1
C 5.944 -3.702 -0.550
C 4.438 -3.324 -0.633
O 4.361 -1.913 -0.316
B 3.220 -1.307 -0.750
O 2.158 -1.985 -1.335
C 3.086 0.262 -0.536
C 3.678 0.942 0.433
C 3.418 2.445 0.532
O 4.262 3.243 0.755
C 1.963 2.842 0.261
C 1.261 3.903 1.100
O 1.674 3.723 2.465
O 1.433 2.412 2.846
C 1.374 2.177 -0.722
C -0.069 2.353 -1.173
C -0.700 0.922 -1.243
C -2.264 0.984 -1.253
S -2.854 -0.645 -0.721
O -2.185 -1.592 -1.571
O -4.283 -0.713 -0.784
O -2.262 -0.878 0.759
C 2.193 1.105 -1.453
O 2.170 0.957 -2.630
H 6.250 -3.637 0.505
H 6.082 -4.699 -0.985
H 6.488 -2.919 -1.099
H 4.121 -3.519 -1.668
H 3.822 -3.894 0.076
H 1.314 -1.724 -0.943
H 4.316 0.440 1.167
H 1.562 4.911 0.784
H 0.163 3.821 1.099
H 0.473 2.256 2.888
H -0.065 2.759 -2.201
H -0.660 3.044 -0.560
H -0.324 0.266 -0.444
H -0.407 0.484 -2.209
H -2.652 1.115 -2.270
H -2.588 1.784 -0.573
H -2.222 -1.837 0.926
N -8.182 -1.462 2.206
C -7.149 -0.853 1.545
N -6.392 -1.686 0.776
O -6.927 0.341 1.639
H -8.378 -2.443 2.139
H -8.764 -0.884 2.783
H -5.616 -1.277 0.267
H -6.569 -2.669 0.695
*
```

The following is a quantum chemistry calculation of a 18-piece molecular cluster, H34NO20 overall at a distorted geometry, from the Open Molecules 2025 dataset.

Results
electronic energy = -1579.8964 hartree
Kohn-Sham gap = 9.17 eV
HOMO energy = -7.15 eV
ΔE to the lowest compared entry with this formula, charge and spin = 22.0 kcal/mol

```
! wB97M-V def2-TZVPD RIJCOSX def2/J DEFGRID3
* xyz -1 1
N -0.118 0.003 0.134
O -0.340 -1.213 0.044
O 0.971 0.334 0.570
O -0.635 0.739 -0.714
O -2.559 -0.523 -2.192
H -2.721 -0.157 -3.059
H -1.625 -0.367 -2.103
O -2.696 2.913 -2.316
H -2.447 3.249 -1.459
H -1.894 2.527 -2.767
O 0.211 2.487 2.050
H 0.672 1.829 1.594
H 0.146 2.397 2.985
O 0.290 3.468 -1.272
H 0.065 2.678 -0.779
H -0.387 4.131 -1.024
O 0.094 -0.603 -3.115
H -0.125 -1.344 -2.586
H 0.679 -0.040 -2.555
O -3.500 0.266 0.346
H -3.078 0.289 -0.521
H -2.898 0.279 1.081
O 1.982 -2.652 -0.336
H 2.309 -2.461 -1.211
H 1.126 -2.194 -0.276
O 3.671 1.901 0.073
H 3.439 1.053 0.346
H 3.497 1.886 -0.857
O -0.786 -3.864 1.693
H -0.421 -3.126 2.144
H -1.218 -3.500 0.982
O -2.455 -3.036 -0.466
H -2.109 -3.828 -0.927
H -1.815 -2.333 -0.655
O 2.093 0.722 -2.057
H 2.502 1.537 -2.303
H 1.724 0.863 -1.191
O 4.089 -0.990 0.371
H 3.209 -1.294 0.592
H 4.232 -1.430 -0.418
O 2.817 0.538 2.888
H 3.244 -0.313 2.779
H 2.639 0.689 3.824
O -1.705 0.570 2.273
H -1.498 0.282 3.175
H -1.351 1.461 2.141
O -2.963 -2.239 2.086
H -3.232 -1.424 2.419
H -2.741 -2.101 1.188
O -0.266 2.042 -3.509
H -0.122 1.103 -3.351
H 0.144 2.541 -2.824
O 0.762 -1.632 2.996
H 1.027 -0.873 2.518
H 0.063 -1.264 3.536
*
```

The following is a quantum chemistry calculation of a single C2H4OS molecule at a distorted geometry, from the Open Molecules 2025 dataset.

Results
SMILES = OCC=S
electronic energy = -551.9689 hartree
Kohn-Sham gap = 8.74 eV
HOMO energy = -9.11 eV
ΔE to the lowest compared entry with this formula, charge and spin = 37.5 kcal/mol

```
! wB97M-V def2-TZVPD RIJCOSX def2/J DEFGRID3
* xyz 0 1
O 0.100 1.069 -1.115
C -0.529 0.310 -0.065
C 0.261 -0.690 0.593
S 1.863 -0.740 0.540
H 0.995 0.578 -1.511
H -0.851 1.032 0.778
H -1.599 -0.103 -0.381
H -0.240 -1.457 1.160
*
```

The following is a quantum chemistry calculation of C32H47FN5O9RuSSb as an isolated structure at a distorted geometry, from the Open Molecules 2025 dataset.

Results
electronic energy = -3031.2311 hartree
Kohn-Sham gap = 6.99 eV
HOMO energy = -12.18 eV
ΔE to the lowest compared entry with this formula, charge and spin = 0.0 kcal/mol

```
! wB97M-V def2-TZVPD RIJCOSX def2/J DEFGRID3
* xyz 2 1
Ru -0.652 -2.047 0.714
C 0.678 5.147 -1.471
C -0.031 4.135 -2.355
N 0.176 2.749 -1.899
C -0.767 2.171 -1.157
C -0.718 0.905 -0.610
C -1.939 0.611 0.208
O -2.681 1.501 0.551
O -2.232 -0.656 0.548
C 0.474 0.132 -0.839
O 0.729 -1.010 -0.405
C 1.513 0.779 -1.644
C 2.703 0.087 -1.885
C 3.704 0.671 -2.604
F 4.850 -0.008 -2.767
C 3.581 1.964 -3.146
C 2.394 2.641 -2.913
C 1.366 2.069 -2.155
N 4.595 2.585 -3.908
C 5.673 1.800 -4.510
C 6.453 2.707 -5.474
N 5.546 3.816 -5.920
C 5.255 4.753 -4.775
C 5.063 3.906 -3.509
H 0.519 6.152 -1.859
H 1.751 4.962 -1.419
H 0.284 5.112 -0.455
H 0.282 4.202 -3.397
H -1.105 4.307 -2.347
H -1.646 2.775 -0.973
H 2.845 -0.903 -1.473
H 2.270 3.625 -3.342
H 5.239 0.960 -5.049
H 6.382 1.402 -3.782
H 6.802 2.164 -6.349
H 7.306 3.186 -4.998
H 4.664 3.404 -6.229
H 5.945 4.326 -6.708
H 4.363 5.315 -5.043
H 6.097 5.438 -4.690
H 4.342 4.389 -2.856
H 6.003 3.833 -2.950
O 2.452 -2.709 4.218
C 3.251 -3.865 4.174
N 4.360 -3.728 3.250
C 4.307 -3.891 1.905
O 5.257 -3.738 1.163
C 2.953 -4.260 1.356
C 2.652 -5.533 0.898
C 1.368 -5.784 0.436
C 0.445 -4.757 0.436
N 0.757 -3.516 0.832
C 1.985 -3.277 1.288
H 1.521 -2.958 4.099
H 2.654 -4.735 3.896
H 3.689 -4.050 5.156
H 5.235 -3.369 3.600
H 3.399 -6.316 0.925
H 1.074 -6.767 0.098
H -0.580 -4.919 0.130
H 2.180 -2.276 1.649
C -5.612 1.859 0.992
C -5.395 0.357 0.786
C -5.527 -0.124 -0.659
Sb -3.808 -0.633 1.831
C -3.414 0.411 3.671
C -2.927 1.847 3.546
C -4.743 0.318 4.422
C -4.717 -2.616 1.946
C -4.543 -3.441 0.677
C -6.182 -2.505 2.344
H -6.392 2.190 0.303
H -4.726 2.459 0.819
H -5.964 2.068 2.003
H -6.223 -0.098 1.346
H -4.622 0.066 -1.241
H -6.345 0.413 -1.142
H -5.748 -1.186 -0.727
H -2.681 -0.212 4.169
H -3.738 2.529 3.287
H -2.124 1.980 2.826
H -2.541 2.135 4.526
H -5.546 0.872 3.928
H -4.597 0.771 5.405
H -5.056 -0.711 4.598
H -4.117 -3.045 2.744
H -5.213 -3.127 -0.122
H -4.806 -4.471 0.928
H -3.519 -3.450 0.315
H -6.798 -2.058 1.563
H -6.353 -1.976 3.279
H -6.544 -3.527 2.484
O -0.589 -1.312 2.642
S -1.291 -2.575 3.199
O -0.310 -3.563 3.564
O -2.028 -2.975 1.897
O -2.292 -2.279 4.185
*
```